Record 1
Molecular formula: C4H6O3Pr
Method: DFT, wB97M-V/def2-TZVPD

Structure (XYZ):
```
14
Properties=species:S:1:pos:R:3:lowdin_spin:R:1
Pr 2.6229 2.8437 0.1069 2.5306
O 0.9242 -1.3232 -0.0650 -0.0007
O 0.9856 0.9202 0.1279 -0.0038
O -0.9481 -0.2710 0.1127 0.0637
C -1.6867 0.6852 -0.2315 0.3246
C 0.4636 -0.1648 0.0601 0.0194
C -3.0427 0.9030 0.1202 0.0503
C 2.3654 -1.5518 -0.0528 -0.0016
H 2.7600 -1.1957 0.9039 -0.0009
H -3.0568 0.3346 -1.0152 0.0002
H -3.3029 0.5493 1.1258 0.0133
H 2.8058 -1.0205 -0.9025 -0.0006
H 2.4722 -2.6320 -0.1542 -0.0001
H -3.3626 1.9231 -0.1364 0.0056
```

E_tot	-896.6382	Eh
LUMO (spin up / spin down)	-22.3 / -19.5	eV
net charge	+4
Kohn-Sham gap (spin up / spin down)	3.1 / 8.4	eV
multiplicity	4


Record 2
Molecular formula: C2H2ClO3P
Method: DFT, wB97M-V/def2-TZVPD

Structure (XYZ):
```
9
Properties=species:S:1:pos:R:3:lowdin_charge:R:1
Cl -0.4568 -3.1155 0.2555 -0.3656
P 1.2322 0.7647 0.1956 -0.0390
O 0.6524 1.4333 1.4137 -0.4380
O 2.5748 0.1465 0.3658 -0.4432
O 0.8593 1.4003 -1.1117 -0.4158
C -1.3027 -0.1573 -0.3166 -0.1551
C -0.1415 -0.5765 0.0530 -0.1851
H -2.1265 -0.7672 -0.2649 -0.0038
H -1.2912 0.8717 -0.5902 0.0456
```

ΔE to the lowest compared entry with this formula, charge and spin	194.2	kJ/mol
E_tot	-1104.6707	Eh
LUMO	6.4	eV
net charge	-2
Kohn-Sham gap	6.8	eV


Record 3
Molecular formula: C43H50N4O5P2Ti
Method: DFT, wB97M-V/def2-TZVPD

Structure (XYZ):
```
105
Properties=species:S:1:pos:R:3:lowdin_spin:R:1
Ti 0.3923 -1.5959 0.8344 -0.0484
P 0.0186 3.0870 -1.1354 0.0000
P -1.4244 0.4254 -1.7576 0.0000
O 0.7645 -3.3085 0.2037 0.5182
O -0.2191 -2.7663 -0.4550 0.4577
O -0.8322 -0.2089 -0.5333 0.0018
O -0.8625 -1.8494 1.9701 0.0133
O 0.9652 2.2375 -0.3713 0.0000
N 2.0895 -1.1222 -0.3282 0.0018
N 0.4529 0.4469 1.6391 -0.0008
N 1.9037 -2.0860 2.2061 0.0038
N 3.2918 0.9145 2.1309 0.0001
C -0.6144 1.0463 -4.3722 0.0001
C -1.9196 6.2259 0.6816 0.0000
C 1.3509 -6.2967 3.4963 0.0002
C -1.8898 -3.1103 3.7444 0.0009
C 4.2263 -1.8767 -0.6512 0.0045
C 0.0248 -1.1135 -3.5163 0.0013
C 0.6558 -1.4041 -4.7145 0.0002
C 2.4529 3.6408 -4.3316 0.0000
C 1.9503 3.2577 -3.0963 0.0000
C 1.6706 4.3954 -5.1933 0.0000
C 2.6401 -4.4000 5.0401 0.0002
C 0.0149 0.7505 -5.5701 -0.0001
C 2.0563 -6.6934 4.6226 0.0001
C -3.9704 -0.0629 -0.8687 0.0000
C 2.4981 -0.7709 -1.5446 0.0099
C 2.2702 1.7800 2.7056 0.0000
C -5.2484 -0.5886 -0.9310 0.0000
C 3.0246 -2.2589 1.5777 -0.0030
C 2.6988 -5.7403 5.3955 -0.0001
C 0.6507 5.2057 0.4346 0.0000
C -4.8438 -1.2938 -3.1964 0.0000
C -1.7004 5.0957 -0.0925 0.0000
C -0.1106 4.4132 -3.5828 0.0000
C 1.9328 -3.9911 3.9152 0.0003
C -2.9362 -1.0350 2.8381 0.0001
C 0.6636 3.6312 -2.7282 0.0000
C -2.1137 -2.2764 2.4823 0.0008
C 1.8344 -2.4997 3.6116 0.0003
C -0.8599 6.8415 1.3299 0.0000
C -5.6830 -1.2097 -2.0955 0.0000
C 0.4282 6.3360 1.2018 0.0000
C 0.3917 4.7900 -4.8167 0.0000
C 0.9469 1.0435 2.8989 -0.0002
C 1.2861 -4.9558 3.1488 0.0015
C -0.4150 4.5796 -0.2115 0.0000
C -3.1217 -0.1507 -1.9722 0.0000
C -0.5888 0.1240 -3.3283 0.0000
C -3.5614 -0.7669 -3.1385 0.0000
C -1.5800 2.2361 -1.4936 0.0001
C 3.8137 -1.2115 -1.7926 0.0123
C 3.1467 -1.8202 0.2461 0.0182
C 0.6608 -0.4659 -5.7379 0.0001
C -2.8296 -3.0927 1.4041 0.0014
H -2.4073 -0.4384 3.5843 0.0000
H 1.1484 -2.3581 -4.8463 0.0000
H 3.4534 3.3481 -4.6215 0.0000
H -1.0370 7.7201 1.9361 0.0000
H -3.1112 -0.4292 1.9467 0.0000
H 2.0998 -7.7387 4.8984 0.0000
H 0.7463 1.0346 0.8492 0.0000
H -2.2777 -4.0126 1.2030 -0.0001
H 1.0606 0.2625 3.6528 0.0000
H -3.6161 0.4114 0.0398 0.0000
H 5.1834 -2.3381 -0.4646 -0.0001
H -2.2057 2.3284 -0.6020 0.0000
H -1.2579 -3.9713 3.5273 0.0000
H 3.8852 -2.7171 2.0629 -0.0003
H 2.6132 2.1096 3.6872 0.0000
H -6.6763 -1.6361 -2.1419 0.0000
H -0.2099 5.3943 -5.4829 0.0000
H -1.4051 -2.5021 4.5100 0.0000
H -2.9192 6.6294 0.7769 0.0000
H 1.2538 6.8277 1.6989 0.0000
H 3.2501 -6.0365 6.2784 0.0000
H -1.1238 1.9943 -4.2595 0.0000
H 0.8929 -2.1236 4.0142 0.0000
H -0.5608 0.4793 1.6408 -0.0001
H 0.8451 -7.0328 2.8842 0.0000
H 0.7251 -4.6588 2.2819 0.0011
H -2.5331 4.6242 -0.6017 0.0000
H 2.6430 -1.9995 4.1504 0.0001
H 3.1426 -3.6614 5.6546 0.0000
H -3.9013 -1.3264 3.2506 0.0000
H -2.8731 -2.5059 0.4833 0.0006
H 2.5478 2.6682 -2.4102 0.0000
H 4.1855 1.3878 2.1072 0.0000
H 0.0011 1.4738 -6.3749 0.0000
H 1.8705 -0.2035 -2.2101 0.0003
H 0.2230 1.7726 3.2713 0.0000
H -5.9044 -0.5240 -0.0726 0.0000
H -5.1824 -1.7806 -4.1013 0.0000
H 3.0550 0.6804 1.1727 0.0001
H -2.8449 -3.4615 4.1331 0.0001
H 2.0761 2.6813 2.1051 0.0000
H -2.1038 2.6989 -2.3312 0.0000
H 1.1621 -0.6873 -6.6710 0.0000
H 1.6475 4.7919 0.3340 0.0000
H -3.8421 -3.3466 1.7136 0.0001
H -1.1020 4.7377 -3.2822 0.0000
H 0.0116 -1.8407 -2.7215 0.0007
H -2.9025 -0.8418 -3.9946 0.0000
H 4.3711 -1.0565 -2.7026 0.0006
H 2.0600 4.6911 -6.1589 0.0000
```

E_tot	-3795.9166	Eh
LUMO (spin up / spin down)	-2.0 / -4.1	eV
net charge	+1
Kohn-Sham gap (spin up / spin down)	8.1 / 5.9	eV
multiplicity	2


Record 4
Molecular formula: C20H28Cl2N2O2Y
Method: DFT, wB97M-V/def2-TZVPD

Structure (XYZ):
```
55
Properties=species:S:1:pos:R:3:lowdin_charge:R:1
Y -0.4373 0.0000 0.7114 0.6695
Cl -0.8458 0.2882 3.5322 0.1585
Cl 1.5847 -0.1857 -0.8309 -0.0529
O -0.7000 -4.4600 0.1562 0.0146
O -0.8815 4.4157 0.3504 0.0157
N -0.1546 -2.4251 0.9434 0.0445
N 0.0806 2.4062 0.5979 0.0563
C -1.0537 -1.2313 -2.6701 -0.2631
C 1.6309 2.8790 2.4333 -0.0649
C 0.3510 4.6736 1.1357 -0.0494
C -0.9435 3.1050 0.1417 -0.3461
C -0.8326 0.0186 -3.2448 -0.0505
C -0.8078 2.5864 -3.2592 -0.0326
C -0.6826 -2.5435 -3.3499 -0.0406
C 0.7703 -3.3310 1.6626 -0.5628
C -2.0853 2.4399 -0.5664 -0.0711
C 2.2091 -2.9434 1.3671 -0.0685
C 0.4743 -3.2454 3.1530 -0.0589
C 2.2494 3.4237 0.0674 -0.0496
C -1.6492 1.2144 -1.3458 -0.2957
C 0.4253 -4.7098 1.0759 -0.0528
C 1.1288 3.3428 1.0763 -0.5587
C -1.7613 -0.0611 -0.8865 -0.3208
C -0.9539 -3.1630 0.1591 -0.3379
C -1.1054 1.2263 -2.6201 -0.2501
C -2.0275 -2.5521 -0.6847 -0.0705
C -1.6025 -1.2853 -1.3994 -0.3085
H -0.3614 -2.3195 -4.3908 0.0737
H -1.4608 0.0072 2.4776 -0.4429
H 2.6281 2.4105 -0.1697 0.0496
H 1.2363 -5.1328 0.4710 0.1242
H -0.5280 -3.6247 3.3545 0.0810
H -2.3711 -3.3176 -1.3980 0.1143
H 2.2199 1.9461 2.3151 0.0908
H 2.4272 -1.9260 1.7221 0.0734
H 0.8041 2.6748 3.1099 0.0369
H -1.6684 3.2619 -3.1373 0.0693
H 0.1480 -3.0202 -2.7891 0.0871
H 0.0461 4.9403 2.1468 0.1223
H 0.5379 -2.2079 3.5056 0.0379
H 1.2069 -3.8623 3.6981 0.0836
H 2.2833 3.6491 2.8540 0.0813
H -1.5528 -3.2292 -3.3505 0.0739
H 2.3936 -2.9778 0.2934 0.0664
H 0.0837 -5.4345 1.8203 0.1234
H 0.8599 5.5175 0.6483 0.1259
H -0.3757 0.0487 -4.2817 0.1235
H -0.5954 2.4095 -4.3398 0.0761
H -2.8728 -2.3079 0.0108 0.1120
H -2.5651 3.1764 -1.2320 0.1179
H 3.0658 4.0318 0.4875 0.0877
H -2.8270 2.1373 0.2177 0.1141
H 2.8712 -3.6529 1.8812 0.0836
H 1.9061 3.8891 -0.8581 0.0808
H 0.0804 3.0301 -2.7724 0.0792
```

ΔE to the lowest compared entry with this formula, charge and spin	74.9	kJ/mol
E_tot	-1997.5709	Eh
LUMO (spin up / spin down)	2.7 / 2.7	eV
net charge	-1
Kohn-Sham gap (spin up / spin down)	2.8 / 2.8	eV